The following is a DFT calculation (ωB97M-V/def2-TZVPD) of C19H22CuN3O6PS2 as an isolated structure at a distorted geometry.

Last column: natural (NBO) charge in e.
Element x y z (Å)
Cu: 1.38 -1.12 0.11  0.76
C: 2.47 5.27 -0.09  -0.63
C: 2.47 3.91 0.54  -0.03
C: 1.74 3.65 1.69  -0.17
C: 1.75 2.39 2.28  -0.18
C: 2.49 1.38 1.70  -0.34
C: 3.21 1.62 0.55  -0.20
C: 3.21 2.87 -0.02  -0.21
S: 2.39 -0.26 2.45  2.41
O: 3.51 -1.06 1.92  -1.03
O: 2.43 -0.07 3.88  -0.97
O: 1.09 -0.78 1.98  -1.08
H: 1.78 5.94 0.42  0.22
H: 2.19 5.21 -1.14  0.22
H: 3.47 5.70 -0.04  0.22
H: 1.16 4.44 2.14  0.20
H: 1.21 2.17 3.18  0.24
H: 3.79 0.82 0.12  0.22
H: 3.79 3.06 -0.92  0.20
C: 5.21 -1.18 -0.30  -0.93
P: 3.48 -1.79 -0.48  0.84
C: 3.56 -2.13 -2.30  -0.95
C: 3.67 -3.51 0.15  -0.94
H: 5.89 -1.95 -0.66  0.22
H: 5.39 -0.98 0.75  0.27
H: 5.36 -0.27 -0.88  0.22
H: 4.46 -2.67 -2.58  0.21
H: 3.53 -1.18 -2.83  0.23
H: 2.69 -2.70 -2.61  0.23
H: 4.72 -3.75 0.27  0.22
H: 3.21 -4.20 -0.56  0.23
H: 3.17 -3.57 1.11  0.25
O: -8.15 2.10 0.12  -1.00
S: -7.44 1.78 -1.12  2.38
O: -6.30 2.63 -1.40  -1.00
O: -8.29 1.51 -2.27  -1.00
C: -6.71 0.13 -0.73  0.16
N: -7.55 -0.85 -0.43  -0.41
C: -7.02 -2.02 -0.12  0.07
C: -5.65 -2.23 -0.05  -0.29
C: -4.85 -1.13 -0.36  0.18
N: -5.40 0.03 -0.72  -0.43
C: -3.38 -1.15 -0.31  0.00
C: -2.68 0.05 -0.49  -0.21
C: -1.30 0.03 -0.49  0.05
N: -0.59 -1.10 -0.32  -0.54
C: -1.26 -2.23 -0.12  0.04
C: -2.63 -2.31 -0.11  -0.23
H: -7.72 -2.82 0.09  0.19
H: -5.25 -3.18 0.25  0.21
H: -3.23 0.96 -0.65  0.28
H: -0.72 0.93 -0.64  0.21
H: -0.65 -3.12 0.02  0.20
H: -3.10 -3.26 0.04  0.22

Results
Total charge: -1
HOMO-LUMO gap (eV): 7.1
HOMO (eV): -5.44